Molecular formula: C6H16
Method: DFT, wB97M-V/def2-TZVPD

Each line ends with the Löwdin spin population.
Cartesian coordinates (Å):
C: -0.88 0.84 -1.54  0.263
C: -2.19 0.84 -0.79  0.217
C: -0.66 1.13 -3.04  0.123
H: -0.55 -0.27 -1.35  0.147
H: -0.16 1.52 -1.07  0.002
H: -2.24 1.80 -0.30  0.042
H: -3.04 0.31 -1.24  0.026
H: -1.19 2.06 -3.26  0.047
H: -2.05 0.15 0.06  0.067
H: -0.93 0.30 -3.70  0.000
H: 0.41 1.23 -3.14  0.001
C: 0.58 -0.90 1.52  0.019
C: 1.80 -0.09 1.00  0.010
C: 1.07 -1.77 2.65  0.009
H: -0.16 -0.14 1.98  0.011
H: 0.03 -1.44 0.74  0.004
H: 1.79 0.96 1.24  0.003
H: 0.26 -2.28 3.16  0.000
H: 1.84 -2.45 2.26  0.003
H: 1.61 -1.20 3.42  0.003
H: 2.72 -0.44 1.47  0.004
H: 1.96 -0.17 -0.08  0.000

Computed properties:
2S+1: 2
Total charge: +1
Gap between HOMO and LUMO (spin up / spin down) (eV): 11.503 / 3.776
ΔE to the lowest compared entry with this formula, charge and spin (kJ/mol): 100.3
⟨S²⟩: 0.753